No. 1
{
  "formula": "C20H26ClFHgN2O5",
  "method": "the ωB97M-V functional and the def2-TZVPD basis",
  "max_force_ev_per_a": 6.07,
  "total_charge": 2,
  "homo_lumo_gap_ev": 2.81,
  "e_lumo_ev": -11.7,
  "species": ["C", "C", "C", "C", "O", "C", "C", "N", "C", "C", "O", "C", "C", "C", "O", "C", "C", "C", "C", "Cl", "C", "O", "C", "C", "C", "O", "F", "C", "N", "H", "H", "H", "H", "H", "H", "H", "H", "H", "H", "H", "H", "H", "H", "H", "H", "H", "H", "H", "H", "H", "H", "H", "H", "H", "H", "Hg"],
  "xyz": [[4.9937, -2.6031, 2.7523], [5.7428, -1.3595, 1.9976], [5.0401, 0.0603, 2.2787], [5.0971, 1.0839, 1.0332], [4.6774, 0.4956, -0.2363], [3.2812, 0.3580, -0.3276], [2.6184, -0.9256, 0.2572], [1.2301, -1.2366, 0.2481], [0.5215, -0.1603, -0.3917], [-1.0572, -0.3112, -0.4829], [-1.6933, -1.4666, 0.1077], [-1.5245, -1.2827, 1.5740], [-2.7320, -1.7540, 2.5481], [-4.0603, -0.8383, 2.3647], [-3.0082, -3.1711, 2.4837], [-2.0004, 0.7340, -1.1883], [-3.5615, 0.5902, -1.3580], [-3.8613, -0.8791, -2.0277], [-5.0905, -0.8641, -3.0732], [-4.4473, -1.2873, -4.7659], [-1.3518, 2.0386, -1.8024], [-2.1258, 3.0401, -2.4475], [0.2090, 2.2090, -1.6931], [0.7958, 3.5782, -2.3202], [0.5090, 3.7007, -3.8955], [0.7501, 2.8310, -4.7421], [-0.1033, 4.9195, -4.3581], [1.1423, 1.1080, -1.0156], [2.5443, 1.3848, -0.9951], [4.0110, -2.2224, 3.2304], [4.6834, -3.4190, 1.9917], [5.6631, -3.0396, 3.5658], [5.8783, -1.5670, 0.8717], [6.7903, -1.3145, 2.4871], [3.9476, -0.1123, 2.6277], [5.5739, 0.6046, 3.1508], [4.5544, 2.0610, 1.2854], [6.2141, 1.3583, 0.9008], [3.3175, -1.6885, 0.7695], [-1.2119, -0.1853, 1.7492], [-0.6217, -1.9502, 1.8638], [-2.3624, -1.5282, 3.6249], [-3.7470, 0.1544, 1.8954], [-4.4610, -0.6262, 3.4117], [-4.8414, -1.4362, 1.7631], [-2.3705, -3.5732, 1.8518], [-4.1754, 0.7929, -0.4078], [-3.9399, 1.3498, -2.1468], [-4.0783, -1.6167, -1.1639], [-2.9125, -1.2291, -2.5942], [-5.8060, -1.7282, -2.7914], [-5.6226, 0.1493, -3.1108], [-2.9275, 3.2653, -1.9202], [1.8903, 3.7626, -2.0387], [0.2002, 4.4433, -1.8275], [-6.1812, -0.6973, 0.4364]]
}

=====

No. 2
{
  "formula": "C10H19N5O5",
  "method": "the ωB97M-V functional and the def2-TZVPD basis",
  "max_force_ev_per_a": 4.24,
  "total_charge": 0,
  "e_above_lowest_kj_mol": 131.1,
  "smiles": "[H]/N=C(\\N)NCCC[C@H](NC(=O)[C@@H](N)CC(=O)O)C(=O)O",
  "homo_lumo_gap_ev": 9.89,
  "e_lumo_ev": 0.6,
  "species": ["C", "C", "C", "C", "C", "C", "C", "C", "C", "C", "H", "H", "H", "H", "H", "H", "H", "H", "H", "H", "H", "H", "H", "H", "H", "H", "H", "H", "H", "N", "N", "N", "N", "N", "O", "O", "O", "O", "O"],
  "xyz": [[2.1443, 1.2987, 0.8507], [0.9472, 1.5616, -0.1016], [2.6165, -0.1870, 0.7582], [2.8890, -0.7823, -0.6243], [-0.8705, 0.6965, -1.4418], [-2.1483, 1.4148, -0.8205], [-1.2786, -0.5947, -2.1204], [-0.9847, -1.9460, -1.4898], [-1.9128, -2.4342, -0.3378], [-1.3302, -1.2111, 1.7805], [1.1338, 0.8532, 2.4417], [1.4750, 2.4276, 2.4308], [2.9572, 2.0043, 0.5117], [3.4446, -0.2742, 1.4791], [1.7658, -0.7303, 1.1984], [3.9962, -1.9694, -1.5368], [0.1585, -0.3521, 0.1049], [-0.3958, 1.3356, -2.1927], [-0.6485, -0.6148, -2.9788], [-2.3034, -0.4803, -2.5361], [-1.0497, -2.5869, -2.3039], [0.0524, -1.9353, -1.1860], [-1.4879, -3.3753, 0.0977], [-2.8270, -2.4638, -0.9101], [-2.8985, -0.8835, 0.5541], [0.1361, -1.7030, 2.7414], [-1.3894, 0.0955, 3.3919], [-2.9447, -0.2875, 2.5690], [-0.9655, 2.9989, -0.7200], [1.8942, 1.4796, 2.3266], [0.1902, 0.4868, -0.4493], [-2.1693, -1.5119, 0.7390], [-0.0348, -1.4127, 1.7198], [-1.9749, -0.5030, 2.7591], [0.7378, 2.6655, -0.6499], [2.5031, -0.3800, -1.6849], [3.7376, -1.8614, -0.5942], [-3.1945, 0.9058, -0.5816], [-1.7812, 2.5792, -0.4321]]
}

=====

No. 3
{
  "formula": "C4H6O2",
  "method": "the ωB97M-V functional and the def2-TZVPD basis",
  "max_force_ev_per_a": 3.03,
  "total_charge": 0,
  "e_above_lowest_kj_mol": 260.8,
  "smiles": "CC(=O)[C@H]1CO1",
  "homo_lumo_gap_ev": 10.96,
  "e_lumo_ev": 0.9,
  "species": ["C", "C", "O", "C", "C", "O", "H", "H", "H", "H", "H", "H"],
  "xyz": [[0.2492, -0.1214, -1.6948], [0.0730, 0.7102, -0.4796], [-0.2226, 1.8688, -0.7382], [0.3091, 0.3450, 0.9388], [-0.5155, -0.6940, 1.5616], [0.8425, -0.9284, 1.2456], [0.9490, -0.9802, -1.6338], [-0.6977, -0.4538, -2.1210], [0.3325, 0.9072, -2.1872], [0.6699, 1.1795, 1.5375], [-1.2343, -1.2418, 0.9535], [-0.7553, -0.5910, 2.6176]]
}

=====

No. 4
{
  "formula": "C35H34Cl5InN2O4P",
  "method": "the ωB97M-V functional and the def2-TZVPD basis",
  "max_force_ev_per_a": 2.86,
  "total_charge": -1,
  "homo_lumo_gap_ev": 7.24,
  "e_lumo_ev": 2.4,
  "species": ["In", "O", "C", "O", "C", "C", "C", "C", "C", "N", "C", "O", "O", "H", "H", "H", "C", "C", "C", "P", "C", "C", "C", "C", "C", "C", "C", "C", "C", "C", "N", "C", "C", "C", "C", "C", "C", "C", "C", "C", "H", "H", "H", "H", "H", "H", "H", "H", "H", "H", "H", "H", "H", "H", "H", "H", "H", "H", "H", "H", "H", "H", "H", "H", "H", "H", "H", "H", "H", "H", "H", "Cl", "C", "C", "C", "Cl", "C", "Cl", "C", "Cl", "C", "Cl"],
  "xyz": [[-0.4801, -0.6714, -0.3498], [-2.5947, -4.4167, 0.7355], [-2.3079, -3.3167, 0.3072], [-1.7233, -2.3646, 0.9696], [-2.6574, -2.9170, -1.1340], [-3.4942, -3.7170, -1.8779], [-3.7584, -3.2867, -3.1769], [-3.1932, -2.1226, -3.6471], [-2.2958, -1.4449, -2.8265], [-2.1033, -1.8171, -1.6119], [-1.6182, -0.1660, -3.1982], [-1.7751, 0.2689, -4.3405], [-0.9403, 0.3406, -2.2332], [-3.9000, -4.6200, -1.5141], [-4.3703, -3.8369, -3.8649], [-3.2575, -1.7491, -4.6470], [-2.7972, 3.0444, 0.5648], [-3.1053, 1.6121, 1.0564], [-3.6562, 0.8883, -0.1879], [-1.5232, 0.6921, 1.6075], [-2.0878, -0.1707, 3.1012], [-2.6334, 0.6666, 4.2886], [-0.9685, -0.9879, 3.7913], [-0.2023, 1.8129, 1.9983], [-0.2751, 2.7497, 3.0078], [0.8236, 3.5092, 3.3383], [0.7793, 4.4214, 4.5254], [1.9555, 3.4078, 2.5025], [1.9804, 2.5599, 1.4558], [0.9477, 1.7110, 1.1520], [1.0208, 0.8894, 0.0716], [2.1185, 0.8715, -0.8278], [2.0765, 1.7803, -1.9581], [1.0674, 2.8854, -1.9028], [3.0115, 1.6523, -2.9848], [4.0176, 0.6749, -2.9273], [5.0295, 0.4321, -4.0456], [4.0817, -0.0849, -1.7433], [3.1787, 0.0021, -0.6880], [3.4039, -0.7298, 0.5585], [-3.7860, 3.3934, 0.2322], [-2.1134, 3.0589, -0.3014], [-2.4810, 3.6970, 1.3535], [-3.8824, 1.7012, 1.8306], [-2.8350, 0.8498, -0.9237], [-4.4316, 1.5407, -0.6747], [-4.0134, -0.1530, -0.0879], [-2.8309, -0.8660, 2.6810], [-1.7577, 1.1274, 4.7121], [-3.1424, -0.0233, 5.0303], [-3.3313, 1.4507, 4.0603], [-0.0666, -0.3827, 3.8827], [-0.7121, -1.8989, 3.2120], [-1.2817, -1.3036, 4.8071], [-1.1866, 2.7003, 3.5806], [0.1534, 4.0392, 5.3369], [0.5312, 5.4782, 4.3633], [1.8195, 4.4014, 4.9065], [2.8339, 4.0339, 2.6717], [2.8952, 2.5609, 0.8476], [0.8626, 3.4480, -2.8158], [1.4130, 3.6505, -1.1392], [0.1109, 2.5328, -1.5528], [2.8579, 2.1465, -3.9569], [4.8148, -0.5472, -4.5478], [6.0926, 0.4747, -3.7931], [4.7452, 1.1697, -4.8224], [4.8261, -0.8466, -1.6833], [3.6229, -1.7969, 0.3896], [2.5683, -0.6958, 1.2889], [4.3271, -0.3642, 0.9984], [1.0579, -1.5503, -3.4276], [1.1073, -2.7449, -2.1664], [0.8090, -2.3055, -0.8232], [1.0285, -3.2890, 0.1569], [0.9905, -2.8102, 1.8041], [1.4725, -4.6072, -0.1233], [1.5437, -5.7869, 1.1077], [1.7648, -4.9192, -1.4144], [2.0969, -6.5636, -1.8477], [1.6532, -3.9846, -2.4559], [2.0785, -4.4688, -4.0407]]
}